# C4H6N2O

The molecule C4H6N2O at a distorted geometry (ωB97M-V/def2-TZVPD, the OMol25 dataset).

Results
LUMO in eV: 0.68
Structure (SMILES): OCc1cnc[nH]1
Net charge: 0
Energy above the lowest of the compared OMol25 structures with the same formula, charge and spin in kJ/mol: 301.37
F_max in hartree/bohr: 0.1504
Calculated total energy in a.u.: -340.68012

Positions of all 13 atoms, in Å:
O1 2.55038 0.56628 -0.24422
C1 1.42088 -0.24385 0.33760
C2 0.07464 0.25270 0.24568
C3 -0.73610 1.28907 0.23318
N1 -2.10636 0.98581 0.02821
C4 -2.12922 -0.34735 -0.16451
N2 -0.71386 -0.88223 -0.00519
H1 2.49141 0.54994 -1.18795
H2 1.56534 -0.63823 1.50435
H3 1.56744 -1.27767 -0.18020
H4 -0.44337 2.37689 0.04849
H5 -3.00361 -0.81205 -0.68881
H6 -0.53758 -1.81931 0.07338

=====

# C37H71FO27S6

A cluster of 7 separate species, C37H71FO27S6 in total at a distorted geometry (ωB97M-V/def2-TZVPD, the OMol25 dataset).

Results
LUMO in eV: -0.06
Structure (SMILES): C#CCO[C@H](CCCCCCCOC)[C@@H](CCCCCCCCC)OCCCF.O=S1(=O)OCCO1.O=S1(=O)OCCO1.O=S1(=O)OCCO1.O=S1(=O)OCCO1.O=S1(=O)OCCO1.O=S1(=O)OCCO1
Net charge: 0
F_max in hartree/bohr: 0.0414
Calculated total energy in a.u.: -5972.58575

Positions of all 142 atoms, in Å:
C1 -0.46324 5.49208 0.83964
C2 -1.46566 5.31059 0.20479
C3 -2.74485 4.86699 -0.43087
O1 -2.54347 4.05991 -1.57085
C4 -2.58486 2.65476 -1.29981
C5 -3.97111 2.13481 -0.88582
C6 -5.02204 2.24137 -1.99742
C7 -4.73165 1.37207 -3.24736
C8 -4.39796 -0.11166 -2.96106
C9 -3.57715 -0.65885 -4.19058
C10 -4.35014 -1.75065 -4.98109
C11 -5.74443 -1.32792 -5.49281
O2 -5.71616 -0.89134 -6.84608
C12 -5.05088 0.35094 -7.00586
C13 -1.48382 2.14349 -0.35936
C14 -0.07284 2.59912 -0.77585
C15 0.48108 1.64558 -1.87322
C16 1.01933 0.33326 -1.25133
C17 0.70141 -0.90733 -2.11603
C18 0.83149 -2.17408 -1.25383
C19 -0.36741 -2.45383 -0.31131
C20 -1.74661 -2.07657 -0.88464
C21 -2.85312 -2.34343 0.17731
C22 -3.83377 -3.45504 -0.26354
O3 -1.79140 2.36734 1.01514
C23 -1.46087 1.23584 1.79414
C24 -1.82223 1.46528 3.26538
C25 -3.31026 1.19991 3.59059
F1 -4.06377 0.83056 2.47243
H1 0.35175 5.43893 1.53272
H2 -3.36919 4.41927 0.34776
H3 -3.25586 5.78348 -0.76022
H4 -2.37596 2.16752 -2.26432
H5 -4.36767 2.63871 0.00363
H6 -3.80816 1.08990 -0.58402
H7 -5.99069 1.97198 -1.56900
H8 -5.11347 3.28167 -2.34669
H9 -5.65462 1.37915 -3.84729
H10 -3.97675 1.88626 -3.85539
H11 -3.76401 -0.27098 -2.08490
H12 -5.33971 -0.68051 -2.87672
H13 -3.26980 0.16633 -4.83961
H14 -2.66848 -1.13387 -3.79637
H15 -3.74576 -1.99699 -5.86636
H16 -4.38750 -2.63646 -4.33479
H17 -6.21389 -0.54339 -4.88052
H18 -6.39933 -2.20707 -5.46953
H19 -3.96647 0.15442 -7.04650
H20 -5.21325 0.98907 -6.12350
H21 -5.38914 0.85843 -7.91142
H22 -1.47917 1.04620 -0.50190
H23 0.61498 2.67394 0.07537
H24 -0.11242 3.58768 -1.25043
H25 1.23365 2.17842 -2.44386
H26 -0.35885 1.44827 -2.54887
H27 2.10452 0.41293 -1.12374
H28 0.48564 0.20510 -0.29745
H29 1.47001 -0.97071 -2.90242
H30 -0.25635 -0.80271 -2.63701
H31 1.00792 -3.06415 -1.87130
H32 1.72451 -2.03138 -0.63252
H33 -0.24525 -1.98677 0.67538
H34 -0.37678 -3.54055 -0.13139
H35 -1.77146 -1.00766 -1.13747
H36 -1.97071 -2.65524 -1.79273
H37 -3.41271 -1.42388 0.39555
H38 -2.35966 -2.69408 1.09494
H39 -4.49454 -3.11942 -1.06846
H40 -4.43075 -3.80532 0.58927
H41 -3.22549 -4.31366 -0.58150
H42 -0.38396 1.02878 1.66606
H43 -1.98451 0.32360 1.45975
H44 -1.50134 2.48383 3.51232
H45 -1.21003 0.75910 3.84206
H46 -3.37539 0.37452 4.30600
H47 -3.76074 2.11774 3.98116
O4 -7.50619 0.30669 -1.46400
S1 -7.72635 -1.02555 -1.03129
O5 -8.04827 -2.07225 -1.93124
O6 -8.81754 -0.99115 0.14586
C26 -8.27104 -1.57770 1.33466
C27 -6.78079 -1.31979 1.24422
O7 -6.47403 -1.48853 -0.14476
H48 -8.49249 -2.64707 1.32075
H49 -8.71701 -1.12763 2.21782
H50 -6.19735 -2.00823 1.84980
H51 -6.53458 -0.29308 1.52506
O8 0.66398 2.49015 -4.43415
S2 0.84100 3.68210 -5.18473
O9 1.63895 3.73400 -6.35538
O10 1.31997 4.82961 -4.16913
C28 0.39992 5.92790 -4.19793
C29 -0.93175 5.30496 -4.55810
O11 -0.60392 4.29031 -5.52203
H52 0.73263 6.63234 -4.96357
H53 0.37581 6.42722 -3.23235
H54 -1.62849 6.02287 -4.98246
H55 -1.39183 4.81922 -3.69309
O12 2.63229 -2.99671 1.32070
S3 3.72770 -2.10540 1.47103
O13 3.57374 -0.80964 2.03190
O14 4.45957 -1.96601 0.04662
C30 5.83456 -2.35071 0.16696
C31 5.85309 -3.35956 1.29251
O15 4.90154 -2.86198 2.25210
H56 6.41941 -1.46349 0.41958
H57 6.19576 -2.76527 -0.77057
H58 6.83193 -3.45508 1.74268
H59 5.51004 -4.33967 0.95138
O16 8.82066 -3.30435 1.30252
S4 9.06105 -4.69948 1.41529
O17 8.16458 -5.67078 0.90562
O18 9.36436 -5.02998 2.95558
C32 10.65919 -5.63239 3.08278
C33 11.46034 -5.06752 1.92967
O19 10.52681 -5.00173 0.84426
H60 10.54306 -6.71456 2.99619
H61 11.09569 -5.39183 4.04864
H62 12.30989 -5.69068 1.66486
H63 11.80608 -4.05382 2.14314
O20 4.59767 -2.51357 4.38561
S5 5.39252 -2.09374 5.48079
O21 5.78237 -0.74170 5.65953
O22 6.70494 -3.02526 5.52358
C34 6.79997 -3.68455 6.78979
C35 5.36860 -3.83033 7.26110
O23 4.73087 -2.61643 6.85540
H64 7.37730 -3.04827 7.46427
H65 7.30082 -4.64327 6.67957
H66 5.29445 -3.95883 8.33772
H67 4.86752 -4.66229 6.76040
O24 1.71788 6.01293 4.64973
S6 3.06229 5.55944 4.61594
O25 4.14790 6.37658 5.01802
O26 3.35801 4.98331 3.14542
C36 3.77528 3.61242 3.22791
C37 3.09848 3.07864 4.47136
O27 3.15549 4.16554 5.40703
H68 4.86232 3.59103 3.32555
H69 3.48232 3.07190 2.33135
H70 3.59669 2.20107 4.87429
H71 2.04753 2.84603 4.28375